No. 1
19
Properties=species:S:1:pos:R:3:forces:R:3:mulliken_charge:R:1 method="wB97M-V/def2-TZVPD" s2=2.0055 total_charge=-1 spin_multiplicity=3 relative_energy_ev=1.413 e_homo_ha="0.046 / -0.240" total_energy_ev=-8911.5462 homo_lumo_gap_ev="2.854 / 9.038"
C 0.4061 -1.1900 1.1113 -0.7 -3.3 -1.8 -3.1643
C 1.7592 -0.4982 -0.9325 2.0 -0.3 -1.7 -2.0564
C -1.2073 1.2036 0.8432 -0.8 1.2 0.3 -1.7970
C 0.8550 -0.0588 0.2121 -1.5 0.0 -2.3 0.8818
C -0.3729 0.7318 -0.4350 1.1 -0.1 3.9 -0.2979
N -1.1082 -0.1020 -1.3402 -3.8 4.4 -1.7 -0.2138
O -2.0480 0.8430 -1.9070 2.2 -3.0 0.5 -0.3073
H -0.4830 -1.8242 0.7221 0.9 1.2 0.1 0.2917
H 1.1342 -2.0576 1.1581 -0.2 1.3 0.4 1.1793
H 0.0673 -0.9039 2.0690 0.1 0.2 1.2 0.3027
H 1.3253 -1.2517 -1.6530 0.0 0.3 1.4 0.4468
H 1.8652 0.3432 -1.7201 0.5 -0.8 1.5 0.1712
H 2.8101 -0.9511 -0.6088 -2.1 1.2 -0.6 0.5952
H -1.0737 0.5995 1.8145 -0.2 0.9 -1.8 0.3476
H -0.9334 2.3532 1.1071 -0.6 -2.6 -0.6 0.1403
H -2.2817 1.1522 0.4880 1.0 0.4 0.9 0.7143
H 1.2224 0.6692 0.8830 1.4 0.9 0.4 0.5981
H -0.2125 1.7303 -0.8925 0.8 -1.2 -0.4 0.6660
H -1.7242 -0.7886 -0.9193 0.3 -0.7 0.2 0.5018

***

No. 2
19
Properties=species:S:1:pos:R:3:forces:R:3:mulliken_charge:R:1 method="wB97M-V/def2-TZVPD" s2=0.7509 total_charge=-2 spin_multiplicity=2 relative_energy_ev=1.519 e_homo_ha="0.146 / 0.006" total_energy_ev=-8911.1381 homo_lumo_gap_ev="2.896 / 6.534"
C -1.4063 0.1637 0.3237 1.2 -4.1 -0.7 -0.7488
N -0.0770 -0.4979 0.8834 0.2 1.0 -0.3 0.1072
C 1.3262 0.1952 0.7223 -3.3 -0.4 0.1 -1.1745
C 1.3633 0.9409 -0.5576 2.6 -0.2 -0.9 -0.2240
C 1.5528 -0.1139 -1.7254 -1.2 0.9 -0.3 -0.2355
O 2.3538 0.3381 -2.6722 0.5 0.4 -1.4 -0.8842
C -2.5266 -0.5844 1.1404 0.7 2.8 0.7 -4.5416
H -1.5100 1.1979 0.3487 0.4 1.9 1.0 0.8135
H -1.4455 -0.0050 -0.8299 -0.2 -0.2 1.9 0.2034
H -0.0501 -1.4515 0.4985 0.0 0.8 0.1 0.3155
H 1.4150 0.8255 1.5932 0.2 0.2 0.5 0.2077
H 2.1182 -0.5491 0.6843 -0.1 -0.3 0.4 0.4551
H 0.5743 1.6569 -0.6919 -0.7 0.1 -0.1 0.3098
H 2.3251 1.5488 -0.6460 -0.9 -0.6 0.2 0.3399
H 2.0094 -1.0177 -1.2722 -0.5 -0.5 0.5 0.0795
H 0.4591 -0.3817 -2.0753 1.1 0.0 0.3 -0.0608
H -2.5577 -1.5936 0.9166 -0.1 -2.2 -0.6 0.3805
H -2.4041 -0.5102 2.2467 0.7 0.0 -0.6 0.6985
H -3.5199 -0.1620 1.1125 -0.6 0.2 -0.8 1.9588

***

No. 3
19
Properties=species:S:1:pos:R:3:forces:R:3:mulliken_charge:R:1 method="wB97M-V/def2-TZVPD" total_charge=+1 spin_multiplicity=1 relative_energy_ev=1.794 smiles="C[NH2+][C@@H](C)CC=O" e_homo_ha=-0.535 total_energy_ev=-8908.8350 homo_lumo_gap_ev=11.263
C -0.6896 1.9816 0.4788 -0.7 0.2 3.0 -0.9505
N -0.4917 0.8653 -0.4550 -3.9 0.2 -0.5 -0.1364
C -0.4856 -0.4342 0.2712 2.7 -2.7 -0.7 0.1161
C -1.0906 -1.5641 -0.7407 0.1 2.4 2.7 -1.7079
C 1.0711 -0.9153 0.6477 -2.5 -0.8 -3.7 -0.7449
C 2.1585 -0.2444 -0.1257 1.1 0.5 1.1 0.1469
O 2.0713 0.8834 -0.5466 0.1 0.3 -0.5 -0.5370
H 0.0881 1.8335 1.3216 -1.4 0.3 -1.2 0.3484
H -0.4278 2.9046 0.0019 -0.1 0.5 -0.3 0.3704
H -1.7593 2.0180 0.9040 1.8 -0.1 -0.7 0.3448
H -1.3161 0.8090 -1.1700 2.1 0.4 1.3 0.3970
H 0.3773 1.1901 -0.8393 1.3 -1.0 -1.1 0.4526
H -0.9532 -0.2574 1.2878 -0.2 -0.6 -1.7 0.3286
H -0.5539 -1.7595 -1.6430 0.3 0.8 -0.8 0.4205
H -2.1040 -1.2665 -0.7657 -1.3 0.5 -1.4 0.5368
H -1.2262 -2.5121 -0.3206 0.4 -1.4 1.4 0.4637
H 1.0470 -0.7776 1.6790 1.1 -0.3 1.8 0.4142
H 1.1461 -1.9714 0.2364 -0.2 0.9 1.5 0.3550
H 3.1388 -0.7831 -0.2215 -0.7 0.1 -0.1 0.3815

***

No. 4
19
Properties=species:S:1:pos:R:3:forces:R:3:mulliken_charge:R:1 method="wB97M-V/def2-TZVPD" total_charge=+1 spin_multiplicity=1 relative_energy_ev=1.401 e_homo_ha=-0.517 total_energy_ev=-8909.2286 homo_lumo_gap_ev=10.024
C -2.9724 -0.5358 0.0126 -2.1 -1.1 -1.4 -0.1714
C 0.5547 0.5762 0.0083 1.5 -1.5 -1.7 1.2763
C 0.8483 0.3866 1.4343 0.4 -2.7 2.0 -1.4184
C 0.3515 1.9952 -0.3636 0.2 -0.2 -2.8 -1.3236
C 1.1382 -1.7333 -0.6088 1.9 -3.0 0.4 -0.9563
N 0.7732 -0.3941 -0.8783 -0.6 1.9 1.1 -0.1210
O -1.8861 -0.1413 -0.2773 0.9 0.4 0.3 -0.3504
H -3.8049 0.1282 0.3369 0.5 -0.1 0.4 0.2643
H -3.2879 -1.5898 -0.2856 0.3 0.8 0.7 0.2256
H 0.7768 -0.7001 1.8927 -0.2 2.0 -1.4 0.4214
H 0.1781 1.0122 2.0511 0.7 0.0 -0.3 0.3609
H 1.9495 0.5959 1.5670 -1.1 0.4 0.0 0.4083
H -0.6321 2.3324 -0.1111 -0.7 0.1 0.0 0.3387
H 0.6207 2.2457 -1.4467 -0.8 -0.6 1.3 0.3696
H 1.0176 2.5950 0.1966 0.8 0.5 0.9 0.4151
H 0.2620 -2.3748 -0.3835 0.5 0.5 0.4 0.3176
H 1.6601 -2.3128 -1.4677 -1.0 1.7 0.8 0.3216
H 1.9430 -1.7341 0.1604 -1.0 -0.3 -0.1 0.3462
H 0.5098 -0.3514 -1.8370 -0.3 1.4 -0.7 0.2755

***

No. 5
19
Properties=species:S:1:pos:R:3:forces:R:3:mulliken_charge:R:1 method="wB97M-V/def2-TZVPD" total_charge=+1 spin_multiplicity=1 relative_energy_ev=2.590 e_homo_ha=-0.509 total_energy_ev=-8908.0394 homo_lumo_gap_ev=8.909
C -2.2345 2.5789 -1.2765 2.6 -0.4 -0.7 -1.1150
C -1.2801 2.2910 -0.0501 0.8 1.3 -1.5 -0.4469
C -0.3867 1.1270 -0.1089 0.2 -0.7 -4.3 -0.2853
C -0.0954 0.1627 0.7448 0.7 0.3 0.6 -0.1669
N 0.3204 -1.0858 0.2232 1.9 -2.5 -1.0 -0.0416
C 1.0815 -2.1025 0.5967 -2.7 3.7 2.2 -0.2219
H -1.7307 3.3401 -1.9076 -1.0 0.2 0.7 0.3196
H -2.3430 1.7979 -2.0123 0.0 -0.9 0.2 0.3684
H -3.1945 2.7512 -0.8631 -0.8 0.9 -0.1 0.3224
H -0.6827 3.2152 0.0527 -0.3 -0.4 0.5 0.2999
H -1.9482 2.1419 0.7182 -1.0 0.1 2.4 0.3701
H -0.0118 0.9426 -1.1994 -0.9 0.0 1.7 0.2460
H 0.0049 0.3815 1.7852 -0.5 -0.7 0.8 0.3707
H -0.0480 -1.2905 -0.6939 -0.4 0.6 -0.4 0.3201
H 1.4341 -1.9892 1.6168 0.5 -0.6 -0.3 0.3205
H 1.0443 -2.9985 0.0453 0.2 -0.6 -0.7 0.3272
H 2.9449 -4.4006 1.0008 0.1 2.1 -0.5 0.3448
H 4.0366 -3.4379 0.5828 0.3 0.3 -0.1 0.2951
O 3.0892 -3.4247 0.7454 0.3 -2.8 0.6 -0.6271

***

No. 6
19
Properties=species:S:1:pos:R:3:forces:R:3:mulliken_charge:R:1 method="wB97M-V/def2-TZVPD" total_charge=+1 spin_multiplicity=1 relative_energy_ev=0.700 smiles=OC[C@H]1CCC[NH2+]1 e_homo_ha=-0.543 total_energy_ev=-8909.9293 homo_lumo_gap_ev=11.228
O -0.6605 0.2021 2.7161 0.5 -0.9 0.2 -0.4895
C 0.4570 0.1120 1.8495 -0.6 1.3 0.5 -1.0117
C 0.0699 -0.5846 0.5425 -0.5 -2.4 1.7 0.3845
C -1.2286 -0.0650 -0.0827 0.7 0.2 -0.8 -0.6233
C -0.8473 0.3155 -1.5315 -0.5 0.4 -0.1 -0.4253
C 0.6491 0.1882 -1.7017 1.0 -0.9 -0.8 -0.6020
N 1.2013 -0.4964 -0.4353 0.3 2.1 0.2 -0.1270
H -1.2619 0.9180 2.4976 0.2 0.1 -0.1 0.3217
H 0.8165 1.1329 1.6729 0.0 0.1 -0.5 0.4451
H 1.2948 -0.3384 2.3915 -0.4 -0.5 -0.1 0.3853
H -0.0512 -1.6979 0.7564 0.2 1.4 -0.2 0.2251
H -1.6653 0.7515 0.4958 0.2 0.0 -0.3 0.2336
H -1.9805 -0.8303 -0.2094 -0.1 -0.3 0.7 0.2661
H -1.3386 -0.3927 -2.1879 -0.1 0.2 -0.3 0.2691
H -1.1878 1.3389 -1.7617 0.2 -0.6 -0.1 0.3335
H 1.0414 -0.5193 -2.4520 -0.8 0.7 -0.4 0.3451
H 1.1039 1.1748 -1.8821 0.2 -0.6 0.5 0.2830
H 1.9115 0.1870 -0.1130 -0.2 -0.8 0.3 0.3637
H 1.6765 -1.3965 -0.5650 -0.3 0.4 -0.3 0.4230

***

No. 7
19
Properties=species:S:1:pos:R:3:forces:R:3:mulliken_charge:R:1 method="wB97M-V/def2-TZVPD" total_charge=+1 spin_multiplicity=1 relative_energy_ev=1.769 smiles="C=C[C@](C)(O)[NH2+]C" e_homo_ha=-0.538 total_energy_ev=-8908.8598 homo_lumo_gap_ev=11.338
C -1.7530 1.0494 -1.0157 -1.3 -0.1 -1.9 -0.7601
C -1.3714 0.6547 0.1732 1.5 0.0 1.2 -0.4704
C -0.3011 -0.3741 0.4630 -0.6 0.0 1.9 0.8957
C -0.8376 -1.7089 0.0017 2.2 1.7 -1.4 -1.4269
O 0.1586 -0.3643 1.8595 -1.5 -1.1 -0.6 -0.6000
N 0.9669 -0.1020 -0.3195 -0.4 0.8 1.1 -0.2415
C 1.5207 1.2869 -0.0900 1.9 -0.7 -2.8 -0.8250
H -2.6929 1.6308 -1.0394 0.9 0.1 -0.3 0.3208
H -1.3519 0.7007 -2.0375 -0.5 0.5 1.8 0.1845
H -1.7259 1.0562 1.1175 -0.6 0.1 -0.3 0.3882
H -0.1166 -2.4164 0.3122 0.1 -1.5 0.6 0.4396
H -1.8663 -1.8351 0.1988 -0.9 -0.5 0.3 0.4324
H -0.6199 -1.5474 -1.0653 -1.1 -1.0 -0.2 0.3963
H -0.3729 -1.0301 2.4282 1.2 1.6 -1.6 0.3973
H 0.7819 -0.3545 -1.3005 0.4 0.7 0.3 0.4410
H 1.6375 -0.7341 0.0433 1.0 -1.2 0.3 0.3497
H 2.2213 1.4608 -0.9770 -1.2 0.2 1.2 0.3454
H 0.6801 1.8824 -0.0358 -1.5 1.7 -0.6 0.4245
H 2.0664 1.5037 0.7994 0.4 -1.1 0.9 0.3084